Formula: C30H53N3O6
Source: OMol25
Level of theory: wB97M-V/def2-TZVPD

**Gap between HOMO and LUMO**: 0.3190 Ha
**Molecular weight**: 551.8 g/mol
**Calculated total energy**: -1790.6929 Eh
**Maximum force**: 0.013 Eh/bohr

```
! RIJCOSX wB97M-V def2-TZVPD def2/J DEFGRID3
* xyz 0 1
C -4.03 -2.08 -0.50
H -3.29 -1.28 -0.34
O -3.87 -2.72 -1.75
C -2.66 -3.41 -1.89
C -1.45 -2.49 -2.06
C -0.20 -3.26 -2.51
O 0.94 -2.43 -2.55
C 1.57 -2.09 -1.39
C 1.32 -2.62 -0.14
C 2.04 -2.22 0.98
C 3.04 -1.28 0.82
C 3.31 -0.73 -0.42
C 2.59 -1.12 -1.53
O 2.78 -0.66 -2.81
C 3.64 0.45 -2.99
H 3.64 0.63 -4.07
H 3.26 1.33 -2.47
H 4.66 0.22 -2.67
H 4.08 0.02 -0.51
H 3.63 -0.96 1.67
C 1.74 -2.81 2.33
H 2.52 -2.53 3.03
H 1.74 -3.90 2.23
C 0.38 -2.36 2.90
H -0.40 -2.77 2.25
C 0.28 -0.82 2.89
H -0.18 -0.46 3.81
H 1.29 -0.41 2.86
C -0.53 -0.28 1.70
N -1.96 -0.56 1.82
H -2.38 0.06 2.51
H -2.11 -1.51 2.12
C -0.36 1.24 1.49
O -1.36 1.71 0.62
H -1.27 1.16 -0.18
H -0.52 1.75 2.44
C 1.06 1.53 0.95
H 1.77 1.27 1.73
C 1.37 2.97 0.48
C 1.04 3.09 -1.01
O 1.91 2.98 -1.85
N -0.24 3.35 -1.31
H -0.93 3.20 -0.59
C -0.69 3.42 -2.68
H -1.36 4.27 -2.79
H 0.21 3.59 -3.28
C -1.41 2.15 -3.20
C -1.60 2.28 -4.71
H -2.00 1.36 -5.13
H -2.31 3.08 -4.92
H -0.67 2.54 -5.22
C -2.79 2.02 -2.54
H -3.29 1.12 -2.89
H -2.71 1.96 -1.46
H -3.41 2.88 -2.80
C -0.56 0.94 -2.80
O -0.61 0.46 -1.68
N 0.22 0.40 -3.74
H 0.37 0.84 -4.63
H 0.86 -0.35 -3.47
H 2.46 3.07 0.52
C 0.76 4.08 1.35
C 1.04 5.45 0.73
H 0.60 5.54 -0.25
H 2.12 5.60 0.64
H 0.64 6.24 1.37
C 1.35 4.03 2.76
H 0.92 4.82 3.37
H 1.14 3.08 3.24
H 2.42 4.18 2.72
H -0.32 3.94 1.41
H 1.23 0.86 0.11
H -0.19 -0.78 0.78
C 0.14 -2.92 4.32
C -1.33 -2.75 4.73
H -1.65 -1.72 4.66
H -1.96 -3.36 4.09
H -1.47 -3.08 5.76
C 0.50 -4.40 4.45
H 0.00 -4.99 3.68
H 0.19 -4.77 5.42
H 1.57 -4.56 4.36
H 0.77 -2.35 5.02
H 0.54 -3.36 -0.01
H -0.03 -4.13 -1.87
H -0.33 -3.61 -3.54
H -1.69 -1.73 -2.80
H -1.23 -1.97 -1.12
H -2.50 -4.09 -1.04
H -2.79 -4.02 -2.80
H -5.03 -1.64 -0.51
H -3.96 -2.80 0.32
*
```

---

Formula: C30H53NO12S
Source: OMol25
Level of theory: wB97M-V/def2-TZVPD

**Gap between HOMO and LUMO**: 0.3022 Ha
**Molecular weight**: 651.8 g/mol
**Calculated total energy**: -2530.6124 Eh
**SMILES string**: O=C(O)Cc1ccc2c(c1)Sc1cccc(COc3ccccc3)c1N2.CO.CO.CO.CO.CO.CO.CO.CO.CO
**Maximum force**: 0.014 Eh/bohr

```
! RIJCOSX wB97M-V def2-TZVPD def2/J DEFGRID3
* xyz 0 1
O 2.09 -3.55 0.09
C 1.76 -2.70 -0.69
O 2.58 -1.67 -1.07
C 0.43 -2.66 -1.39
C -0.55 -1.68 -0.75
C -0.21 -0.80 0.26
C -1.15 0.09 0.78
C -2.44 0.11 0.29
C -2.80 -0.80 -0.71
C -1.86 -1.68 -1.23
S -4.47 -0.76 -1.29
C -4.69 1.00 -1.26
C -5.39 1.64 -2.28
C -5.54 3.02 -2.24
C -4.98 3.74 -1.20
C -4.28 3.11 -0.17
C -3.65 3.98 0.89
O -2.90 5.04 0.31
C -1.71 4.57 -0.24
C -1.59 4.51 -1.62
C -0.43 4.00 -2.19
C 0.61 3.54 -1.37
C 0.48 3.61 0.01
C -0.68 4.14 0.58
C -4.13 1.72 -0.20
N -3.41 1.01 0.78
H 2.90 -1.19 -0.30
H 0.61 -2.31 -2.41
H -0.03 -3.64 -1.39
H 0.79 -0.78 0.68
H -0.89 0.79 1.57
H -2.16 -2.37 -2.01
H -5.80 1.06 -3.09
H -6.06 3.52 -3.04
H -5.03 4.82 -1.19
H -2.97 3.42 1.53
H -4.40 4.44 1.53
H -2.41 4.86 -2.23
H -0.35 3.96 -3.27
H 1.50 3.13 -1.82
H 1.28 3.24 0.64
H -0.78 4.20 1.66
H -2.99 1.63 1.46
C 2.47 1.50 3.53
O 1.80 1.73 2.29
H 3.22 2.27 3.64
H 1.78 1.55 4.37
H 2.97 0.52 3.54
H 1.13 1.05 2.18
C 1.48 5.68 -5.42
O 0.91 4.38 -5.52
H 1.43 5.97 -4.37
H 2.53 5.69 -5.73
H 0.92 6.41 -6.02
H 0.95 4.11 -6.44
C -8.67 -2.26 -1.20
O -7.69 -2.11 -0.18
H -9.42 -2.95 -0.83
H -9.15 -1.31 -1.44
H -8.24 -2.68 -2.11
H -7.01 -1.51 -0.51
C 1.46 -5.21 3.13
O 1.21 -3.88 3.57
H 1.03 -5.89 3.86
H 1.00 -5.39 2.16
H 2.53 -5.41 3.06
H 1.60 -3.29 2.91
C -4.95 7.65 -3.27
O -4.85 6.75 -2.17
H -5.61 7.19 -4.00
H -5.37 8.61 -2.96
H -3.97 7.82 -3.73
H -4.27 7.13 -1.51
C 3.21 -8.18 1.65
O 2.13 -8.35 2.57
H 2.87 -7.50 0.88
H 4.09 -7.75 2.15
H 3.49 -9.13 1.19
H 2.42 -8.94 3.26
C 3.62 5.99 1.00
O 2.94 6.24 -0.22
H 4.36 6.79 1.12
H 2.94 6.02 1.85
H 4.15 5.03 0.98
H 2.29 5.54 -0.34
C 7.12 -6.97 0.75
O 6.76 -8.33 1.01
H 7.27 -6.49 1.72
H 8.05 -6.91 0.18
H 6.33 -6.44 0.22
H 6.62 -8.76 0.16
C 7.48 -7.81 4.75
O 6.34 -7.96 3.92
H 7.14 -7.55 5.74
H 8.05 -8.75 4.81
H 8.14 -7.02 4.38
H 6.63 -8.20 3.04
*
```

---

Formula: C30H54Br16N2O6S2
Source: OMol25
Level of theory: wB97M-V/def2-TZVPD

**Gap between HOMO and LUMO**: 0.3408 Ha
**Molecular weight**: 1881.4 g/mol
**Calculated total energy**: -43716.9787 Eh
**SMILES string**: CS(=O)(=O)[C@@](CC=O)(CCCCCCCSc1nnco1)OC=O.BrCCBr.BrCCBr.BrCCBr.BrCCBr.BrCCBr.BrCCBr.BrCCBr.BrCCBr
**Maximum force**: 0.040 Eh/bohr

```
! RIJCOSX wB97M-V def2-TZVPD def2/J DEFGRID3
* xyz 0 1
C 4.73 0.58 1.06
S 3.53 1.77 0.50
O 4.23 3.03 0.36
O 2.40 1.86 1.38
C 2.95 1.30 -1.19
C 1.79 0.32 -1.00
C 2.05 -0.86 -0.08
O 2.35 -1.96 -0.44
C 2.52 2.63 -1.81
C 1.66 2.55 -3.06
C 0.14 2.36 -2.86
C -0.45 2.97 -1.58
C -1.89 2.45 -1.36
C -2.09 1.77 0.00
C -1.88 0.26 -0.03
S -2.85 -0.57 -1.35
C -1.64 -1.71 -1.87
N -1.10 -1.88 -3.03
N -0.16 -2.88 -2.87
C -0.20 -3.27 -1.63
O -1.15 -2.55 -0.92
O 4.11 0.74 -1.80
C 3.94 -0.16 -2.82
O 4.31 -1.27 -2.71
H 5.72 0.98 0.90
H 4.51 0.41 2.11
H 4.59 -0.37 0.54
H 1.02 0.91 -0.50
H 1.36 0.00 -1.94
H 1.88 -0.65 0.99
H 2.10 3.27 -1.04
H 3.47 3.09 -2.09
H 2.00 1.78 -3.76
H 1.80 3.49 -3.58
H -0.11 1.30 -2.87
H -0.37 2.80 -3.71
H -0.49 4.05 -1.70
H 0.14 2.76 -0.70
H -2.55 3.33 -1.38
H -2.19 1.83 -2.20
H -3.09 1.98 0.38
H -1.35 2.17 0.68
H -2.12 -0.23 0.90
H -0.84 0.04 -0.24
H 0.42 -4.01 -1.17
H 3.53 0.19 -3.77
Br 6.34 6.00 -1.08
C 6.26 5.31 0.74
C 7.35 5.88 1.60
Br 9.07 5.05 1.23
H 6.29 4.23 0.67
H 5.28 5.61 1.12
H 7.16 5.68 2.65
H 7.49 6.95 1.46
Br -1.55 -7.30 1.74
C -3.27 -6.64 1.11
C -3.30 -6.49 -0.39
Br -2.33 -4.91 -0.96
H -3.45 -5.70 1.62
H -3.99 -7.38 1.43
H -4.32 -6.35 -0.72
H -2.86 -7.34 -0.91
Br -1.75 6.38 -0.80
C -1.76 5.59 0.97
C -0.65 6.14 1.83
Br 1.06 5.36 1.34
H -1.69 4.52 0.84
H -2.74 5.84 1.39
H -0.81 5.86 2.87
H -0.55 7.21 1.75
Br -4.81 4.36 -2.11
C -5.07 5.69 -3.50
C -4.50 5.22 -4.81
Br -2.56 5.34 -4.83
H -4.61 6.61 -3.15
H -6.15 5.83 -3.58
H -4.84 5.86 -5.63
H -4.75 4.19 -5.03
Br 6.83 9.86 0.78
C 8.18 10.59 -0.41
C 8.45 9.69 -1.59
Br 9.53 8.16 -1.09
H 9.07 10.77 0.19
H 7.78 11.55 -0.75
H 9.03 10.22 -2.34
H 7.54 9.30 -2.03
Br -6.58 -5.17 -0.07
C -7.27 -6.68 0.95
C -7.35 -7.92 0.10
Br -8.86 -7.88 -1.12
H -8.24 -6.37 1.34
H -6.57 -6.81 1.77
H -7.51 -8.79 0.73
H -6.46 -8.07 -0.50
Br 0.41 -10.39 4.16
C 2.13 -9.48 4.23
C 2.19 -8.34 3.24
Br 2.44 -8.98 1.42
H 2.89 -10.23 4.05
H 2.22 -9.10 5.24
H 3.05 -7.71 3.45
H 1.29 -7.73 3.24
Br -6.07 -6.69 4.37
C -6.74 -8.17 5.45
C -6.88 -9.43 4.65
Br -8.46 -9.38 3.50
H -7.68 -7.84 5.88
H -6.01 -8.30 6.24
H -7.04 -10.28 5.31
H -6.03 -9.62 4.01
*
```

---

Formula: C30H54Cl2N5O6P2S3
Source: OMol25
Level of theory: wB97M-V/def2-TZVPD

**Gap between HOMO and LUMO**: 0.2327 Ha
**Molecular weight**: 809.8 g/mol
**Calculated total energy**: -4697.7937 Eh
**Maximum force**: 0.196 Eh/bohr

```
! RIJCOSX wB97M-V def2-TZVPD def2/J DEFGRID3
* xyz -1 1
C 5.63 2.24 -0.77
C 4.31 2.03 -1.75
Cl 4.13 3.63 -2.72
C 2.99 1.73 -0.77
Cl 3.29 0.19 0.28
P 1.34 1.63 -1.72
C 0.41 2.06 -0.06
C -1.05 1.31 0.06
C -1.01 0.32 1.39
C -1.34 1.33 2.69
C -1.18 0.43 4.07
C 0.44 0.27 4.40
C 0.81 -1.33 4.21
S 0.05 -2.30 5.66
C 0.23 -4.14 5.37
N -0.44 -5.35 5.99
N 0.10 -6.47 5.33
C 1.11 -6.03 4.28
O 1.22 -4.54 4.33
O 1.14 -0.01 -1.18
C 1.30 -0.96 -2.30
C 0.31 -2.27 -2.19
C -0.09 -2.96 -3.61
C -0.76 -4.48 -3.39
S -1.59 -4.67 -1.72
C -3.42 -4.26 -1.78
S -4.29 -4.68 -3.21
N -4.22 -3.60 -0.68
C -5.39 -2.80 -1.20
C -5.99 -1.74 -0.05
O -5.68 -2.16 1.33
C -4.22 -2.02 1.46
C -3.40 -2.63 0.15
C 1.49 -0.18 -3.72
P -0.03 0.34 -4.76
O 0.27 1.95 -5.38
O -1.50 0.30 -3.77
O 2.02 1.16 -3.29
H 6.53 1.52 -1.07
H 5.99 3.38 -0.87
H 5.38 2.11 0.38
H 4.56 1.11 -2.43
H 2.94 2.69 -0.05
H 1.47 3.06 -1.90
H 0.02 1.82 -2.29
H 0.18 3.23 -0.08
H 1.07 1.85 0.89
H -1.36 0.68 -0.87
H -1.89 2.16 0.18
H 0.04 -0.21 1.49
H -1.80 -0.56 1.32
H -0.59 2.25 2.71
H -2.45 1.71 2.56
H -1.59 -0.64 3.83
H -1.77 0.99 4.91
H 0.69 0.54 5.51
H 1.11 0.89 3.64
H 0.46 -1.73 3.15
H 1.98 -1.50 4.27
H 1.74 -6.70 3.53
H 2.38 -1.43 -2.14
H -0.61 -1.95 -1.52
H 0.91 -3.09 -1.56
H 0.80 -2.99 -4.41
H -0.99 -2.31 -4.06
H -1.59 -4.57 -4.23
H 0.01 -5.35 -3.54
H -5.16 -2.14 -2.14
H -6.30 -3.54 -1.42
H -7.15 -1.52 -0.21
H -5.44 -0.70 -0.23
H -3.88 -2.50 2.48
H -3.99 -0.86 1.54
H -3.11 -1.74 -0.57
H -2.41 -3.10 0.58
H 2.38 -0.53 -4.43
H -0.59 2.45 -5.16
H -2.11 -0.35 -4.25
C -4.50 -0.82 5.60
C -5.73 0.04 5.90
C -6.51 0.42 4.64
C -5.61 1.23 3.71
N -4.87 1.90 2.94
H -3.78 -0.28 4.98
H -4.00 -1.09 6.53
H -4.79 -1.74 5.08
H -5.41 0.95 6.43
H -6.39 -0.51 6.57
H -7.38 1.03 4.90
H -6.86 -0.47 4.11
C 7.01 4.70 -5.57
C 7.28 6.07 -4.96
C 8.62 6.14 -4.23
C 8.64 5.13 -3.09
N 8.66 4.30 -2.14
H 6.95 3.92 -4.80
H 6.06 4.70 -6.10
H 7.80 4.42 -6.28
H 6.47 6.32 -4.27
H 7.27 6.82 -5.76
H 8.78 7.15 -3.82
H 9.45 5.92 -4.91
*
```

---

Formula: C30H54N7OP2Sr
Source: OMol25
Level of theory: wB97M-V/def2-TZVPD

**Gap between HOMO and LUMO**: 0.2240 Ha
**Molecular weight**: 678.4 g/mol
**Calculated total energy**: -2347.0446 Eh
**Maximum force**: 0.269 Eh/bohr

```
! RIJCOSX wB97M-V def2-TZVPD def2/J DEFGRID3
* xyz 1 1
C 2.23 -1.31 -0.90
C 1.23 0.52 -1.95
C 3.13 -1.44 -1.93
C 2.08 0.44 -3.01
C 3.07 -0.56 -2.98
H 3.86 -2.25 -1.89
H 1.99 1.14 -3.84
H 3.77 -0.64 -3.81
N 1.38 -0.32 -0.95
P 0.39 -2.67 0.91
P -0.23 2.33 -0.17
C 2.12 -2.31 0.29
H 2.60 -3.27 0.00
H 2.69 -1.91 1.15
C -1.70 -0.13 2.14
O -2.63 -0.09 2.89
C 0.03 1.47 -1.90
H 0.09 2.24 -2.68
C -1.85 3.19 -0.19
C 1.27 3.33 0.15
C -0.48 -3.66 -0.38
C 0.52 -3.37 2.57
C -2.99 2.34 0.46
H -2.95 2.41 1.56
H -3.95 2.75 0.13
H -2.95 1.28 0.19
C -1.73 4.46 0.66
H -1.52 4.22 1.72
H -0.96 5.14 0.29
H -2.69 4.98 0.63
C -2.23 3.54 -1.63
H -2.88 4.43 -1.61
H -1.37 3.78 -2.25
H -2.81 2.73 -2.11
C 1.17 3.93 1.59
H 0.52 3.33 2.23
H 2.17 3.93 2.03
H 0.82 4.97 1.59
C 2.57 2.50 0.09
H 2.46 1.52 0.56
H 2.92 2.37 -0.93
H 3.34 3.05 0.65
C 1.32 4.45 -0.91
H 0.60 4.33 -1.71
H 1.16 5.41 -0.43
H 2.34 4.48 -1.36
C -0.90 -3.54 3.15
H -0.82 -4.08 4.11
H -1.38 -2.57 3.36
H -1.56 -4.11 2.49
C 1.30 -2.44 3.53
H 2.25 -2.09 3.11
H 0.72 -1.56 3.82
H 1.53 -3.01 4.44
C 1.27 -4.69 2.47
H 2.05 -4.67 1.70
H 1.76 -4.89 3.43
H 0.61 -5.54 2.28
C 0.02 -3.27 -1.77
H 1.05 -3.58 -1.94
H -0.62 -3.74 -2.52
H -0.07 -2.18 -1.92
C -2.02 -3.38 -0.29
H -2.33 -2.81 -1.18
H -2.56 -4.32 -0.25
H -2.29 -2.79 0.60
C -0.20 -5.16 -0.17
H 0.87 -5.37 -0.12
H -0.70 -5.58 0.71
H -0.60 -5.70 -1.05
Sr -0.06 -0.08 0.72
N -1.53 -0.25 -1.10
C -1.24 0.44 -2.03
C -1.97 0.35 -3.44
C -1.51 1.39 -4.45
C -1.68 -1.05 -3.97
C -3.48 0.49 -3.15
H -1.67 2.41 -4.11
H -0.45 1.27 -4.71
H -2.09 1.25 -5.37
H -2.08 -1.82 -3.29
H -2.17 -1.17 -4.95
H -0.61 -1.23 -4.10
H -3.93 1.18 -3.87
H -3.96 -0.49 -3.26
H -3.69 0.85 -2.14
N 1.43 1.77 6.07
N 1.68 1.29 4.76
N 2.97 1.06 4.30
C 2.65 0.61 3.07
N 1.36 0.55 2.79
N 0.65 1.01 3.91
H 0.48 1.90 6.35
H 2.19 1.95 6.68
H 3.44 0.31 2.35
*
```

---

Here are the calculated E_HOMO numbers, same order: -8.0, -8.0, -9.1, -4.8, -9.0 (eV).